Run one
C5H8N2O3S in the gas phase, computed with ωB97M-V/def2-TZVPD.

Each line ends with the natural charge from an NBO analysis.
Positions of all 19 atoms, in Å:
S1 -1.85862 0.36205 0.26570  2.1910
O1 -2.10832 1.70414 0.73758  -0.9356
O2 -3.02883 -0.02188 -0.84195  -0.8699
O3 -1.79850 -0.63901 1.31350  -0.9424
N1 -0.33444 -1.14015 -1.17047  -0.5540
N2 0.83880 0.50961 0.07640  -0.3871
C1 1.03497 -1.70556 0.66811  -0.4243
C2 1.30872 1.90851 0.03091  -0.4234
C3 1.39607 -0.39481 0.81579  0.1514
C4 -0.24149 0.18242 -0.83437  -0.0223
C5 0.20810 -2.05606 -0.38892  0.1572
H1 2.17221 0.00241 1.46141  0.2149
H2 0.40077 2.57257 -0.07763  0.2391
H3 2.01048 2.29091 0.77018  0.2325
H4 1.40065 -2.44308 1.35847  0.2303
H5 1.88187 1.83797 -0.97188  0.2052
H6 0.06408 -3.05444 -0.60153  0.1960
H7 -0.44401 1.04756 -1.62846  0.2389
H8 -2.90251 -0.96318 -0.98284  0.5025

## Properties
**Orbital gap**: 8.3 eV
**SMILES string**: CN1C=CC=N[C@H]1S(=O)(=O)O

Run two
C5H8N2O3S in the gas phase, computed with ωB97M-V/def2-TZVPD.

Each line ends with the natural charge from an NBO analysis.
Positions of all 19 atoms, in Å:
S1 1.26503 0.83690 0.86315  2.1562
O1 0.63538 -1.35097 -0.67897  -0.4477
O2 2.49495 0.49856 0.17373  -0.8789
O3 1.15393 2.18702 1.36435  -0.9150
N1 -0.47484 0.57428 -0.18425  -0.5384
N2 -0.65849 -0.53162 -2.31029  -0.5126
C1 -0.25959 -1.77474 -2.68717  -0.0891
C2 1.06320 -0.25680 2.23651  -0.8625
C3 -1.03105 1.87117 -0.53679  -0.4195
C4 -0.11861 -0.30193 -1.14545  0.6031
C5 0.56980 -2.27861 -1.73699  0.0377
H1 0.75893 -1.26423 1.99492  0.2692
H2 -1.64186 2.33644 0.40267  0.2122
H3 1.13228 -3.13265 -1.67302  0.2032
H4 2.14472 0.01708 2.53442  0.2652
H5 -1.73235 1.65246 -1.35085  0.2375
H6 0.27021 0.08331 2.90534  0.2587
H7 -0.48831 -2.10276 -3.64860  0.2148
H8 -0.27771 2.50875 -0.81695  0.2058

## Properties
**Orbital gap**: 8.6 eV
**SMILES string**: CN(c1ncco1)S(C)(=O)=O

Run three
2 unconnected molecules or ions with the total composition C5H8N2O3S, computed with ωB97M-V/def2-TZVPD.

Each line ends with the natural charge from an NBO analysis.
Positions of all 19 atoms, in Å:
S1 -1.55892 2.05388 -0.64078  -0.0480
O1 -1.33918 -1.19639 3.31631  -0.5925
O2 1.39155 2.43275 -0.51615  -0.5998
O3 2.29618 1.21554 -2.16447  -0.6929
N1 -0.60858 -2.19964 1.32290  -0.6464
N2 -1.03622 -0.04784 1.32528  -0.6334
C1 -0.80439 -0.36162 0.03661  0.2288
C2 -1.10124 -1.19467 2.14650  0.7907
C3 -0.25452 -1.85368 0.01697  -0.2307
C4 -0.86172 0.52645 -0.97307  -0.5113
C5 2.21183 1.62380 -0.87407  0.6660
H1 3.05809 1.07424 -0.27003  0.1378
H2 -1.55319 0.75139 1.50954  0.4253
H3 -0.64311 0.24862 -1.99579  0.2160
H4 0.78960 -1.88280 -0.17232  0.2006
H5 -0.42098 -3.09769 1.76855  0.4122
H6 -0.78525 -2.56970 -0.73397  0.2051
H7 1.65713 1.71576 -2.73989  0.5011
H8 -0.43710 2.76161 -0.36211  0.1712

## Properties
**Orbital gap**: 9.1 eV
**SMILES string**: O=C1NC/C(=C/S)N1.O=CO

Stability verdict: run three, ahead by 47.3 kcal/mol

Run one
A gas-phase ion, C4H11N2O (charge -1), computed with ωB97M-V/def2-TZVPD.

Each line ends with the natural charge from an NBO analysis.
Positions of all 18 atoms, in Å:
O1 1.81210 2.48602 -2.07171  -0.9598
N1 -1.36069 -2.59055 0.76655  -0.8734
N2 -0.24545 -0.51947 1.30273  -0.6453
C1 -0.10535 -1.82475 0.68415  -0.0547
C2 -0.35757 0.60179 0.35760  -0.2266
C3 0.76639 2.24832 -1.25586  0.0047
C4 0.78760 0.84469 -0.62059  -0.4615
H1 -1.72831 -2.78722 -0.15168  0.3464
H2 -0.22750 2.30753 -1.78278  0.0573
H3 -2.05736 -2.09418 1.30981  0.3632
H4 0.55969 -0.36227 1.89283  0.3490
H5 0.66331 -2.39653 1.19413  0.1579
H6 -1.29189 0.47905 -0.18978  0.1715
H7 0.72846 0.14910 -1.46268  0.1797
H8 -0.52656 1.49915 0.95032  0.1842
H9 1.76656 0.72190 -0.14628  0.1813
H10 0.70283 2.96036 -0.39331  0.0573
H11 0.11373 -1.72296 -0.38343  0.1688

## Properties
**Total charge**: -1
**Orbital gap**: 6.1 eV
**SMILES string**: NCNCCC[O-]

Run two
2 unconnected molecules or ions with the total composition C4H11N2O, computed with ωB97M-V/def2-TZVPD.

Each line ends with the natural charge from an NBO analysis.
Positions of all 18 atoms, in Å:
O1 1.93248 -1.28743 0.52404  -0.7951
N1 1.89701 0.68819 -0.68191  -1.1852
N2 -2.55568 -0.47978 0.93117  -1.0404
C1 -1.36787 -0.31813 0.18494  0.1477
C2 2.04290 0.16330 0.65675  0.0865
C3 -1.20208 1.28874 -0.35655  -0.7137
C4 -1.18595 -0.21173 -1.29966  -0.3167
H1 3.00981 0.24920 1.10048  0.0972
H2 -1.31069 1.95644 -1.25008  0.2811
H3 -2.00470 1.72875 0.32818  0.2978
H4 1.94259 -1.39581 -0.40988  0.4652
H5 -0.18252 -0.45900 -1.58456  0.2729
H6 -0.48374 -0.53906 0.65643  0.1915
H7 1.93395 1.72669 -0.70349  0.2981
H8 -2.55993 -1.41851 1.32514  0.3292
H9 -0.20092 1.38942 0.06931  0.3008
H10 -2.00021 -0.32024 -1.97738  0.2031
H11 1.28518 0.38970 1.39590  0.0802

## Properties
**Total charge**: -1
**Orbital gap**: 6.2 eV

Stability verdict: run one, ahead by 111.5 kcal/mol

Run one
C2H3Cl2NO2 in the gas phase, computed with ωB97M-V/def2-TZVPD.

Each line ends with the natural charge from an NBO analysis.
Positions of all 10 atoms, in Å:
Cl1 0.96172 0.95673 -1.54371  -0.0062
Cl2 1.06660 1.25864 1.36079  0.0495
O1 2.18932 -1.03552 0.16033  -0.3210
O2 0.32759 -1.82845 -0.66895  -0.3706
N1 1.01466 -0.96649 -0.12260  0.4867
C1 0.27743 0.37636 0.04363  0.0685
C2 -1.17485 0.35891 0.08799  -0.7079
H1 -1.33699 -0.02208 1.16845  0.2453
H2 -1.51250 -0.42094 -0.61034  0.2760
H3 -1.81298 1.32284 0.12440  0.2797

## Properties
**Orbital gap**: 11.0 eV
**SMILES string**: CC(Cl)(Cl)[N+](=O)[O-]

Run two
3 unconnected molecules or ions with the total composition C2H3Cl2NO2, computed with ωB97M-V/def2-TZVPD.

Each line ends with the natural charge from an NBO analysis.
Positions of all 10 atoms, in Å:
Cl1 0.11889 0.16298 -1.35890  -0.0121
Cl2 2.29471 -2.29761 -0.01528  -0.2478
O1 -2.14659 -0.03032 0.46461  -0.5262
O2 -3.23488 -2.04206 0.02035  -0.5069
N1 1.48239 1.93211 0.20104  -0.5984
C1 -2.68898 -1.03701 0.24377  1.0321
C2 0.47290 1.55134 -0.43985  0.0785
H1 2.24971 1.21857 0.26396  0.3474
H2 1.94181 -1.50174 0.86392  0.2484
H3 -0.48997 2.04375 -0.24362  0.1848

## Properties
**Orbital gap**: 11.1 eV
**SMILES string**: [H]/N=C\Cl.O=C=O.Cl

Stability verdict: run two, ahead by 86.5 kcal/mol

Run one
2 unconnected molecules or ions with the total composition C3H3O3S, computed with ωB97M-V/def2-TZVPD.

Each line ends with the natural charge from an NBO analysis.
Positions of all 10 atoms, in Å:
S1 2.74508 -0.27702 -0.00025  2.0518
O1 2.38022 -0.99618 1.21644  -0.9476
O2 2.19613 1.12118 -0.04089  -0.8565
O3 2.52735 -0.97282 -1.26641  -0.9515
C1 -0.98053 0.79568 0.04295  -0.2527
C2 -0.07266 1.63398 -0.03247  -0.0284
C3 -2.06351 -0.18350 0.00861  -0.6943
H1 -2.38083 -0.21872 1.06447  0.2225
H2 -1.64995 -1.10278 -0.19033  0.2296
H3 -2.70129 0.20019 -0.80213  0.2271

## Properties
**Total charge**: -1
**Orbital gap (alpha / beta)**: 6.6 / 8.5 eV

Run two
A gas-phase ion, C3H3O3S (charge -1), computed with ωB97M-V/def2-TZVPD.

Each line ends with the natural charge from an NBO analysis.
Positions of all 10 atoms, in Å:
S1 -1.99328 -2.28947 1.28784  1.5037
O1 0.59541 0.05247 -0.78178  -0.5705
O2 -3.01118 -1.24514 1.48592  -1.0561
O3 -1.30697 -2.66467 2.58116  -1.0302
C1 -0.93570 -1.10135 0.24127  -0.3102
C2 -0.11853 -1.17754 -0.80717  0.0155
C3 -0.14241 0.52924 0.37543  -0.0762
H1 -0.85352 1.37491 0.02052  0.1781
H2 0.44824 0.65766 1.18879  0.1707
H3 0.21293 -1.96830 -1.46872  0.1752

## Properties
**Total charge**: -1
**Orbital gap**: 7.2 eV

Stability verdict: run two, ahead by 38.1 kcal/mol

Run one
A gas-phase ion, C3H3O3S (charge -1), computed with ωB97M-V/def2-TZVPD.

Each line ends with the natural charge from an NBO analysis.
Positions of all 10 atoms, in Å:
S1 -2.55295 0.07894 -0.49311  1.6599
O1 -3.82762 -0.60773 -0.41261  -0.9947
O2 -2.60572 1.54573 -0.11186  -1.0069
O3 -1.59670 -0.64332 0.91082  -0.7398
C1 2.19637 -0.00600 -0.13553  -0.6651
C2 0.78842 -0.03406 0.20374  -0.2210
C3 -0.22769 -0.44105 0.69629  0.3259
H1 2.74422 0.53104 0.61005  0.2131
H2 2.51914 -1.10628 -0.26497  0.2172
H3 2.56254 0.68273 -1.00282  0.2115

## Properties
**Total charge**: -1
**Orbital gap**: 7.9 eV

Run two
A molecular structure, C3H3O3S, computed with ωB97M-V/def2-TZVPD.

Each line ends with the natural charge from an NBO analysis.
Positions of all 10 atoms, in Å:
S1 -1.73176 -1.28899 -0.18373  0.2476
O1 -0.73013 1.85362 0.19485  -0.7465
O2 1.30876 1.46571 -0.63948  -0.7006
O3 -2.56655 0.19802 -0.44418  -0.8901
C1 0.35682 -0.34937 0.02337  0.0082
C2 0.26795 1.12411 -0.02950  0.6540
C3 1.38892 -1.07406 0.39582  -0.5038
H1 -2.00190 0.91557 -0.15053  0.5038
H2 1.23170 -2.16023 0.37770  0.1949
H3 2.47619 -0.68437 0.45566  0.2324

## Properties
**Total charge**: -1
**Orbital gap**: 7.8 eV

Stability verdict: run two, ahead by 6.8 kcal/mol

Run one
A molecular structure, C3H4FN, computed with ωB97M-V/def2-TZVPD.

Each line ends with the natural charge from an NBO analysis.
Positions of all 9 atoms, in Å:
F1 -1.79484 -0.37001 0.59400  -0.3070
N1 1.40284 -0.20285 0.25219  -0.3072
C1 0.49564 -1.03426 -0.16371  -0.0433
C2 -0.60524 -0.14368 0.04813  0.4039
C3 0.41532 0.86642 0.51871  -0.3357
H1 0.61816 -2.03457 -0.53335  0.2085
H2 -1.44067 0.03668 -2.20463  -0.0480
H3 0.57491 1.75303 -0.08716  0.2182
H4 0.33388 1.12925 1.57581  0.2107

## Properties
**Orbital gap (alpha / beta)**: 8.1 / 10.0 eV

Run two
C3H4FN in the gas phase, computed with ωB97M-V/def2-TZVPD.

Each line ends with the natural charge from an NBO analysis.
Positions of all 9 atoms, in Å:
F1 -0.25750 1.77879 -0.18089  -0.3282
N1 -2.55148 -0.96901 -0.06703  -0.3226
C1 -0.21439 0.51476 0.36797  0.1838
C2 -1.59619 -0.35884 0.06495  0.2142
C3 0.97601 -0.24304 -0.32254  -0.6482
H1 1.12693 -1.30611 -0.00937  0.2364
H2 -0.05825 0.41528 1.49271  0.2074
H3 0.64725 -0.00527 -1.32866  0.2318
H4 1.92761 0.17344 -0.01714  0.2253

## Properties
**Orbital gap**: 12.8 eV
**SMILES string**: C[C@@H](F)C#N

Stability verdict: run two, ahead by 102.0 kcal/mol